No. 1
The following is a quantum chemistry calculation of a structure of composition C23H49NO12S5, from the Open Molecules 2025 dataset.

Geometry as ORCA input:
```
! RIJCOSX wB97M-V def2-TZVPD def2/J DEFGRID3
* xyz 0 1
O -3.82 0.85 1.71
H -0.35 -0.09 2.98
H 4.82 1.23 -0.24
C -0.05 -2.86 -2.93
H 2.94 -4.68 0.25
C -2.10 4.01 1.99
O -4.11 2.46 -0.22
C -3.84 -2.34 -3.37
H -1.80 -0.31 -3.63
H 1.26 -1.52 4.42
H 0.17 1.53 -4.54
C -1.79 2.00 0.76
O 1.78 4.77 -2.73
H -1.15 2.08 2.62
H -3.60 -0.98 -4.86
H 0.17 -3.66 -3.57
S -3.49 2.13 1.05
O 7.01 0.76 1.10
H 1.75 -2.29 -2.56
S 0.67 4.01 -2.25
C 0.73 2.28 -3.95
C 1.29 1.54 -2.73
H 1.95 -3.16 0.72
H 5.10 -1.12 1.42
H 2.91 1.67 2.23
H -3.09 0.74 -3.44
C -0.94 -2.03 2.49
H 2.30 1.25 0.49
H -4.71 -0.59 -3.81
O -2.21 -3.91 3.95
H -0.04 -1.05 5.36
C 1.58 -3.82 -1.27
H 3.33 -3.01 -0.62
C 4.81 -0.28 2.18
C 3.45 -0.09 1.93
H -0.35 -1.85 1.48
C -3.45 3.42 2.23
C -2.76 -0.33 -3.16
H -1.01 -2.72 5.50
H -1.67 4.45 2.91
C -1.26 2.75 1.75
C -0.10 3.39 -3.61
O -0.01 -4.52 2.92
H -1.57 2.27 -0.29
S -0.93 -3.49 3.41
H -0.30 4.16 -4.32
H -4.35 4.17 2.17
O 5.94 1.79 2.99
H 2.08 0.98 -3.16
H -1.90 4.83 1.18
H 0.00 -2.12 -3.67
H 0.31 -3.47 5.42
O -5.00 -1.81 -1.12
H -1.11 3.11 -3.34
H 0.98 -1.69 -1.26
H 4.66 2.88 0.61
O 0.72 -0.63 -0.23
C 2.63 -3.68 -0.15
C 3.24 1.25 1.31
C 4.54 1.83 0.73
N 0.97 -2.52 -1.89
H -1.73 -0.92 -1.18
H -0.92 -2.89 -2.22
H 5.02 -0.71 3.19
C 0.27 -1.59 4.49
H 2.66 -0.23 3.05
O -3.05 -3.35 -1.06
O -0.27 4.52 -1.28
H -1.88 -1.75 1.95
H -4.67 -3.08 -3.82
S 5.79 1.10 1.78
C 1.39 2.56 -1.72
H -1.34 -0.78 4.04
H -3.25 0.10 -1.03
H 0.56 0.72 -2.22
H 2.43 2.72 -1.19
H 3.06 -0.79 1.17
H 0.97 2.15 -0.77
C -3.83 -1.09 -3.83
H -0.27 3.31 1.81
S -3.67 -2.12 -1.64
O 1.33 -4.94 -1.66
C -0.21 -2.87 4.90
C -0.65 -0.94 3.55
H 0.44 0.00 0.50
C -2.67 -0.74 -1.70
H -3.64 2.85 3.20
H -1.61 1.06 0.75
H -3.04 -2.94 -3.75
H 1.54 2.67 -4.68
*
```

Values from the calculation:
- Orbital gap: 8.93 eV
- E_HOMO: -9.7 eV


No. 2
The following is a quantum chemistry calculation of the ion C23H50BI2N4O4P2 with charge +1, from the Open Molecules 2025 dataset.

Geometry as ORCA input:
```
! RIJCOSX wB97M-V def2-TZVPD def2/J DEFGRID3
* xyz 1 1
C -1.15 0.64 1.28
O -3.28 1.72 -0.02
H 3.40 -0.36 -5.31
C -2.30 4.41 0.81
H -1.96 1.10 4.16
C -0.27 -0.94 -2.59
C -1.32 -4.13 2.52
C -0.68 -0.73 4.95
H 1.87 0.01 2.14
B -2.22 1.89 1.03
C 0.77 -0.47 -5.11
H 2.02 3.33 -5.11
H -0.22 1.11 -3.80
H -2.90 2.21 -0.81
H 1.93 1.19 0.32
H 0.97 -3.56 2.68
H -0.08 2.78 -1.76
H 4.42 -1.95 -2.95
O 0.83 0.29 -6.23
O -3.03 -1.74 0.77
H 2.05 4.46 -1.49
H -2.09 -0.59 -1.30
H 2.99 2.85 -0.84
C 1.05 1.10 -0.49
C 0.90 -4.39 -1.94
H 3.51 -3.20 -4.04
H -1.47 -0.14 -4.46
C 2.13 3.28 -1.52
H 2.23 -3.98 -0.13
H -4.35 -0.35 3.34
H 0.40 3.36 -0.03
H 0.52 -4.90 1.44
H -4.03 -1.69 0.67
H -1.27 0.98 -1.90
H -4.38 3.36 2.11
C 4.04 -2.15 -4.04
P 0.11 -2.67 0.36
C -0.16 0.72 2.63
H -0.09 -3.98 -2.44
O 1.71 -1.60 -4.91
H -3.42 2.61 3.57
H 2.52 4.60 -4.09
C 1.50 -3.34 -0.83
C -0.37 -0.05 -4.01
N 0.54 -0.99 0.69
H 1.04 -1.40 2.91
H 1.69 -4.79 -2.71
H 3.55 2.53 -3.25
H 1.58 -0.51 5.14
C 2.40 2.76 -3.08
H 0.54 -5.35 -1.32
I -2.42 -0.80 6.34
C 0.18 -3.83 1.86
C 0.71 2.64 -0.91
H 1.63 0.65 -1.43
H -4.56 0.15 1.77
H -0.66 -1.67 4.25
N 1.94 3.74 -4.14
H -2.13 5.38 1.48
C 0.81 -0.55 2.15
C -3.36 3.40 2.71
H -3.36 4.47 3.25
H -3.34 4.55 0.29
H 4.96 -2.09 -4.77
H 0.86 -1.86 6.30
H 0.63 0.05 6.71
H -0.81 -1.96 -2.83
H 1.85 1.73 -3.31
C -0.20 0.16 -0.02
H -2.01 -4.48 1.65
H 2.16 -2.48 -1.28
H 0.87 -1.14 -2.43
C 2.96 -0.98 -4.43
H -1.17 -5.04 3.25
P -2.41 -0.68 1.97
H -1.48 4.44 -0.03
C -1.01 -0.08 -1.41
H -1.73 -3.23 3.15
H -0.26 1.47 4.83
H 2.78 -0.30 -3.47
N -3.88 0.21 2.58
N -2.21 3.22 1.75
C -0.84 0.70 4.12
H 1.53 -0.94 0.31
C 0.71 -0.78 5.87
I 1.06 2.59 2.86
*
```

Values from the calculation:
- Orbital gap: 8.17 eV
- SMILES string: CCOC(=O)CCC[C@]1(CCCCN)[N@H+](P(CC)CC)C[C@](I)(C[C@@H](C)I)[C@]1(B(O)N(C)C)P(N)O
- E_HOMO: -11.0 eV


No. 3
The following is a quantum chemistry calculation of a structure of composition C23H50ErN4OP3, from the Open Molecules 2025 dataset.

Geometry as ORCA input:
```
! RIJCOSX wB97M-V def2-TZVPD def2/J DEFGRID3
* xyz 2 4
H 0.62 4.22 1.80
H 3.46 -0.20 1.21
O -3.34 0.14 0.56
C 1.26 3.14 -0.91
C -1.48 -3.34 0.02
H -2.36 -3.85 -0.38
N 0.79 1.15 -2.43
H -3.10 2.87 -0.25
H 1.36 -3.63 1.38
C -0.27 3.56 1.74
H 4.08 -2.12 4.18
H -1.28 4.47 3.41
H -3.51 4.01 -1.51
H -0.22 2.49 3.64
H -3.18 -3.70 -2.40
C -0.38 -3.23 -1.03
C 1.95 -0.43 4.24
C -1.45 4.33 2.33
P -0.62 -1.68 -2.10
H 2.37 0.99 1.94
H -0.12 5.72 -0.12
H -0.83 1.54 2.29
C 1.60 -2.84 3.98
H 0.94 1.86 2.45
C -1.44 -2.91 -4.54
H 1.70 -2.15 -2.74
H 2.12 -3.03 4.94
H -2.19 -3.66 -4.86
H -2.18 -1.09 -3.71
H -4.05 -2.50 -3.40
H 0.75 3.14 -3.08
H 2.05 2.64 -0.31
C -0.96 5.58 -0.81
C -1.90 -2.09 -3.32
H 0.09 -5.32 -1.08
H 1.59 4.19 -0.98
H -1.28 -2.23 -5.38
H -1.62 5.33 1.90
C 1.70 -0.01 -2.64
H -1.31 3.83 -1.99
H 2.38 -0.55 5.25
P -0.34 2.99 -0.07
N 0.93 -1.50 4.06
H 2.36 2.51 -2.75
H -1.94 0.73 -1.20
H -3.48 -2.04 -1.79
C 3.64 -1.88 3.19
H -0.99 -4.83 -2.38
C 0.09 -1.26 2.89
H 0.02 1.09 -3.14
N 2.63 -2.92 2.91
C -0.12 -4.52 -1.79
H -3.30 4.59 0.16
H -0.47 -0.33 3.03
H -2.38 3.76 2.26
C 2.65 -0.07 1.93
H 1.43 0.54 4.13
H -1.75 6.26 -0.48
H -0.61 5.96 -1.78
H 2.34 -0.08 -1.75
H 0.56 -3.00 -0.51
C -2.92 3.89 -0.60
C 2.07 -2.82 1.57
H 2.87 -2.87 0.83
H 2.39 0.32 -3.40
H -0.61 -2.08 2.75
H 0.82 -1.35 -4.01
C -0.06 2.29 2.57
C -1.45 4.13 -0.94
C -3.22 -2.63 -2.69
H 0.83 -3.59 3.78
H -1.09 -3.90 0.88
C 1.33 2.55 -2.36
C 1.00 -1.33 -2.94
Er 0.06 0.32 -0.40
H -0.50 -3.44 -4.40
H 4.39 -1.90 2.40
N 3.08 -0.49 3.25
C -2.21 0.24 0.15
H 0.75 -4.47 -2.46
H -1.81 -2.35 0.40
P 1.24 -1.18 1.42
*
```

Values from the calculation:
- Orbital gap (spin up / spin down): 8.08 / 8.22 eV
- E_HOMO (spin up / spin down): -13.7 / -13.7 eV


No. 4
The following is a quantum chemistry calculation of a cluster of 9 separate species, C23H51Br8N5O5 in total, from the Open Molecules 2025 dataset.

Geometry as ORCA input:
```
! RIJCOSX wB97M-V def2-TZVPD def2/J DEFGRID3
* xyz -1 2
C 15.82 5.61 22.30
C 17.61 9.98 16.09
H 18.16 4.62 21.51
H 14.99 8.76 18.38
H 15.93 10.40 20.48
H 10.45 12.17 22.38
H 14.05 10.26 17.09
H 7.47 7.44 14.44
O 6.76 9.02 15.52
Br 17.34 8.07 19.36
H 9.63 8.01 18.00
H 17.23 3.22 20.71
H 13.98 2.75 17.60
H 11.47 11.14 21.19
H 14.52 5.25 10.60
H 15.58 9.20 12.14
C 12.76 11.06 11.41
N 13.96 10.46 12.15
H 12.53 4.14 15.75
H 8.12 8.83 17.94
H 17.65 7.26 16.98
H 14.59 6.86 11.25
H 13.61 6.54 9.87
C 16.71 10.06 21.16
H 10.44 6.71 15.78
H 12.32 9.93 17.71
H 17.72 6.70 15.31
H 11.15 7.30 12.20
H 15.24 3.60 19.71
C 19.43 8.74 15.09
O 16.59 10.12 16.75
H 19.94 8.21 15.89
C 7.56 8.06 15.35
C 12.23 7.21 12.19
H 13.07 12.03 11.03
Br 17.21 11.65 22.29
N 8.60 7.78 16.17
C 13.29 9.53 17.38
O 14.68 5.98 22.70
H 12.62 8.00 11.55
C 17.77 9.80 20.13
H 14.00 4.46 20.90
H 13.12 5.05 17.04
H 16.76 5.86 22.82
C 13.91 8.66 18.49
O 14.60 9.25 10.37
Br 12.85 8.40 15.77
N 15.97 4.84 21.26
C 14.40 3.35 16.79
H 18.71 9.71 20.66
H 12.59 10.41 10.55
C 10.07 12.58 20.42
H 12.54 7.40 13.22
C 14.94 4.44 20.33
Br 13.41 9.18 20.37
C 9.37 6.59 15.94
H 13.22 11.15 14.01
H 14.68 10.15 14.31
C 17.32 4.29 20.91
H 16.25 9.27 21.75
H 11.22 4.75 12.36
Br 16.04 4.29 17.47
H 19.52 8.01 14.28
Br 12.52 13.33 21.82
C 11.05 12.11 21.47
H 9.37 5.86 16.75
N 12.67 5.95 11.64
H 9.00 6.03 15.08
H 14.69 2.72 15.95
C 12.00 4.81 11.58
N 18.07 8.82 15.61
H 17.63 4.82 20.01
Br 8.83 10.98 20.21
H 18.24 10.86 15.92
Br 14.36 5.55 14.80
C 14.78 9.60 11.49
H 17.79 10.62 19.41
C 8.99 8.58 17.33
H 9.57 13.39 20.94
H 11.80 11.09 11.94
H 13.83 7.57 18.43
H 14.98 5.21 19.56
O 12.39 3.81 10.97
C 13.47 4.40 16.24
H 19.93 9.69 14.90
C 13.91 6.12 10.83
H 10.60 12.68 19.47
H 9.55 9.43 16.92
C 14.18 10.81 13.60
C 17.49 7.56 15.95
H 14.93 11.60 13.55
H 16.42 7.77 15.89
*
```

Values from the calculation:
- Orbital gap (spin up / spin down): 2.74 / 7.95 eV
- E_HOMO (spin up / spin down): -0.9 / -6.1 eV